Here is a cluster of 8 separate species, C48H120N8O16 in total in a non-equilibrium geometry from the Open Molecules 2025 dataset. Energies are from ωB97M-V/def2-TZVPD.

XYZ file:
```
192
Properties=species:S:1:pos:R:3:forces:R:3
C 1.50586 -12.76882 8.73830 0.1 0.4 0.4
O 1.02001 -12.27759 7.53135 -1.3 -0.4 -0.7
C -0.20937 -11.58080 7.75384 -0.1 0.5 -2.5
C -1.10703 -11.65564 6.47454 -1.9 -1.0 0.0
N -2.48807 -10.97308 6.62036 2.6 1.1 0.0
C -2.21204 -9.50277 6.46790 -1.0 0.5 0.4
C -3.52530 -8.65821 6.29234 0.9 -0.2 1.3
O -3.26653 -7.31360 5.91253 0.9 -0.1 -0.4
C -4.34204 -6.42991 6.05087 -1.2 0.1 0.3
H 1.64914 -11.91738 9.40360 0.4 0.1 0.4
H 2.45074 -13.27976 8.55323 -0.2 -0.1 0.1
H 0.75312 -13.38819 9.22603 0.2 -0.5 0.0
H 0.12718 -10.56804 7.97556 -0.7 0.2 0.5
H -0.91853 -12.03566 8.44544 0.7 0.1 0.9
H -1.36754 -12.70967 6.37831 0.0 -0.3 0.4
H -0.75546 -11.50484 5.45387 1.0 1.0 0.3
H -3.02250 -11.30567 5.83050 -0.1 0.1 -0.2
H -1.45228 -9.23148 5.73491 -0.2 -0.3 -0.6
H -1.77339 -9.16147 7.40555 0.0 -0.1 0.1
H -3.91458 -8.58646 7.30792 -0.6 -0.4 0.0
H -4.21721 -9.20806 5.65436 -0.2 0.3 -0.3
H -4.77518 -6.33351 7.04647 0.2 -0.8 0.6
H -5.17433 -6.73805 5.41807 -0.1 0.1 -0.3
H -4.12025 -5.37637 5.88067 0.8 -0.3 -0.8
C -2.40993 3.91833 13.06311 0.0 -0.2 0.4
O -3.23944 3.56482 12.00913 0.4 0.6 -2.7
C -2.90852 4.13913 10.71503 -0.8 -1.0 -0.3
C -2.44762 3.18146 9.60640 0.2 -0.3 -0.3
N -1.36186 2.25185 9.85606 1.2 0.4 1.3
C -0.08846 2.95300 10.22712 -0.1 0.1 -0.4
C 1.11924 2.54113 9.38814 -0.6 -0.8 1.0
O 0.93088 2.73753 8.01755 -0.2 -0.5 -0.8
C 1.11021 4.05799 7.60540 0.2 1.3 1.3
H -1.76508 4.77413 12.86341 -0.1 0.3 -0.1
H -1.75535 3.07698 13.29061 0.0 -0.1 0.5
H -3.13925 4.14693 13.84024 0.7 0.0 0.7
H -2.24453 5.00323 10.69122 0.0 0.1 0.9
H -3.88053 4.42317 10.31178 0.0 0.7 0.1
H -2.07930 3.74945 8.75210 -0.6 1.0 -0.1
H -3.34406 2.67200 9.25291 0.2 -0.5 0.1
H -1.20805 1.73766 9.00047 0.2 -0.1 0.0
H 0.17965 2.86034 11.27956 -0.2 -0.6 0.2
H -0.09149 4.03934 10.13788 -0.9 0.4 -0.4
H 1.25172 1.47304 9.56054 0.3 -0.1 -0.3
H 1.99359 3.06267 9.77751 0.3 0.1 -0.1
H 2.15650 4.36093 7.56530 0.4 -0.5 -0.9
H 0.81712 4.73211 8.41023 -0.7 0.2 0.1
H 0.52360 4.35287 6.73533 0.3 -0.5 -0.1
C -8.56932 4.52170 -12.13252 -0.6 -0.7 0.0
O -7.95716 5.76299 -12.11078 0.6 0.8 -0.8
C -8.72358 6.94541 -11.81207 1.4 -1.2 2.1
C -7.65556 8.06982 -11.83620 0.5 1.0 -1.4
N -6.48029 8.10694 -10.97341 0.2 -0.8 -1.1
C -6.81571 8.46778 -9.63044 1.2 -2.0 0.3
C -5.60343 8.13658 -8.71397 -0.4 -0.4 1.3
O -5.30356 6.73217 -8.54478 -0.1 -0.3 -0.3
C -4.20362 6.46844 -7.63556 -0.3 0.7 -1.7
H -8.85296 4.14392 -11.15020 -0.2 0.3 0.4
H -7.88368 3.76325 -12.51032 0.3 0.3 -0.2
H -9.45146 4.49861 -12.77235 -0.2 0.1 -0.1
H -9.04426 6.76563 -10.78595 -0.4 0.3 0.4
H -9.65867 7.04325 -12.36356 0.4 0.3 -0.7
H -8.01582 9.08867 -11.69394 -0.9 -0.1 -0.6
H -7.15191 7.99739 -12.80015 -0.7 0.2 -0.5
H -6.12859 7.16030 -10.99058 0.5 -0.2 0.3
H -7.65105 7.78239 -9.48712 -0.5 0.5 1.7
H -7.07493 9.52569 -9.58877 -0.1 -0.1 0.3
H -5.83409 8.46445 -7.70036 -0.1 0.6 0.1
H -4.67895 8.62124 -9.02790 -0.1 0.3 -0.4
H -3.39238 7.14377 -7.90740 0.1 0.5 0.5
H -3.74904 5.51178 -7.89298 -0.7 -0.3 0.3
H -4.49905 6.55758 -6.59015 0.0 0.0 0.0
C 3.82738 -6.07086 -1.72983 -1.6 0.9 0.7
O 2.60720 -6.53193 -1.08389 0.2 1.8 -0.1
C 1.68425 -5.43220 -0.78582 -0.7 -1.0 0.5
C 0.98880 -4.72206 -1.95738 1.1 -1.5 -0.8
N 0.67567 -5.72591 -3.00885 -2.1 1.6 0.0
C -0.67393 -6.28985 -2.70226 0.9 -1.6 -0.8
C -1.12455 -7.37417 -3.73456 0.3 1.7 0.3
O -0.33393 -8.50775 -3.75511 -0.1 -1.6 1.7
C -0.70790 -9.28913 -2.61178 -0.2 -0.9 0.2
H 3.50831 -5.42039 -2.54419 0.4 -0.5 -0.8
H 4.44068 -6.93342 -1.99052 -0.2 0.3 -0.1
H 4.31911 -5.34586 -1.08124 0.5 -0.4 0.4
H 1.95505 -4.66745 -0.05786 1.3 0.0 0.0
H 0.90931 -5.95059 -0.22115 -0.2 -0.3 -0.2
H 1.59829 -3.94831 -2.42421 0.0 0.2 0.3
H 0.07584 -4.28958 -1.54805 0.1 0.2 -0.2
H 1.38017 -6.44895 -2.97717 -0.2 -0.3 0.1
H -1.55132 -5.64427 -2.66336 0.6 1.0 -0.2
H -0.55805 -6.68088 -1.69143 -0.7 -0.6 0.2
H -1.08900 -6.97740 -4.74914 0.0 0.4 0.1
H -2.16272 -7.61869 -3.50977 -0.3 -0.1 0.0
H -0.28122 -10.29212 -2.61892 0.4 0.2 -0.4
H -1.78270 -9.45637 -2.54153 -0.4 0.1 -0.7
H -0.52862 -8.87945 -1.61774 0.8 0.6 -0.2
C 1.99169 0.70833 -20.03900 -0.3 -1.4 1.3
O 1.59657 0.60719 -18.61608 0.5 0.2 -1.7
C 1.15131 -0.70639 -18.30476 0.0 0.7 0.8
C 0.83211 -0.80568 -16.78713 0.4 -0.5 -1.8
N 1.83752 -0.27022 -15.91701 0.2 0.9 0.3
C 1.50925 1.08543 -15.41917 1.5 -0.4 -1.2
C 0.50992 0.99843 -14.37081 -1.4 1.4 3.4
O 1.14329 1.22384 -13.06585 -0.9 0.4 0.0
C 0.20879 1.42054 -11.99348 1.0 -0.1 0.4
H 1.13206 0.62456 -20.70393 -0.3 0.5 0.1
H 2.56031 -0.19605 -20.25550 0.4 0.0 -0.1
H 2.61980 1.56783 -20.27316 -0.4 0.1 0.5
H 1.87578 -1.49315 -18.51508 0.6 0.3 -0.2
H 0.28426 -0.95547 -18.91654 -0.4 0.0 0.1
H 0.95648 -1.87300 -16.60421 -1.1 -0.3 0.0
H -0.15590 -0.39413 -16.58086 -0.4 -0.3 0.0
H 1.64702 -0.81962 -15.09119 0.9 -0.2 0.3
H 1.17947 1.80599 -16.16760 0.1 -0.6 -0.6
H 2.41817 1.53488 -15.01921 0.0 -0.1 0.2
H -0.03797 0.06894 -14.21600 0.0 -0.4 -0.7
H -0.23188 1.78383 -14.51569 -0.3 0.1 0.2
H -0.56745 0.65746 -11.93635 -0.1 -0.1 -0.3
H -0.21598 2.41614 -11.86521 -0.3 0.3 -1.1
H 0.77128 1.37844 -11.06078 0.3 -0.6 -0.1
C -0.31953 -1.55031 2.51564 0.8 -0.8 -1.1
O 0.40901 -0.77969 1.54952 -0.6 0.0 -0.3
C 0.51149 0.56782 1.94913 0.9 0.7 1.3
C 1.53722 1.38505 1.17782 -0.6 -1.2 -1.7
N 0.93307 1.70213 -0.14834 -0.1 0.4 -0.3
C 1.91085 1.83368 -1.23703 0.7 0.0 -0.5
C 1.41407 2.62638 -2.48260 -0.7 0.3 -0.2
O 2.37120 3.00350 -3.50267 -1.3 0.6 -0.4
C 1.65111 3.55466 -4.66619 0.5 -0.5 0.3
H 0.30921 -1.71064 3.39149 -0.4 0.7 0.6
H -0.39762 -2.56696 2.13038 -0.1 0.0 -0.5
H -1.34498 -1.20564 2.64888 0.2 0.4 0.5
H 0.86733 0.55838 2.97936 -0.1 0.1 0.4
H -0.42835 1.11991 1.94820 -0.4 -0.2 -0.2
H 2.40373 0.75095 0.99028 0.4 -0.2 0.3
H 1.88402 2.25005 1.74318 -0.4 0.2 -0.2
H 0.44631 0.86211 -0.42680 -0.6 0.0 0.4
H 2.10965 0.82765 -1.60649 0.5 -0.2 -0.1
H 2.83051 2.19244 -0.77483 0.1 0.4 -0.5
H 0.80978 3.48134 -2.17932 0.4 0.5 0.4
H 0.65725 2.03342 -2.99613 -0.1 -0.6 0.0
H 0.92277 2.87060 -5.10173 0.1 -0.7 0.3
H 2.34983 3.79503 -5.46750 0.4 -0.2 0.4
H 1.05313 4.45417 -4.51996 0.3 0.3 0.9
C 3.75032 9.08594 -0.30490 -0.2 -0.5 -0.3
O 2.82722 9.90328 0.32716 0.6 1.7 1.5
C 3.49971 11.00536 0.96792 -1.8 1.0 -0.7
C 2.50986 11.86529 1.75146 0.3 0.0 1.0
N 1.55320 12.74015 1.00689 1.5 -1.5 0.0
C 2.14993 13.57061 -0.03902 0.1 -0.8 0.1
C 3.26865 14.54113 0.33550 -0.6 0.2 0.8
O 2.57601 15.72095 0.22776 -2.0 3.0 0.5
C 3.16362 16.95615 0.60232 0.6 -0.3 -1.2
H 4.14113 9.62883 -1.16551 0.3 -0.4 -0.4
H 3.19012 8.18406 -0.55169 0.3 0.0 -0.5
H 4.55854 8.78281 0.36067 0.3 0.1 0.1
H 3.89528 11.75800 0.28589 0.3 -0.4 -1.1
H 4.38365 10.75015 1.55239 -0.3 -0.7 0.4
H 3.17133 12.44694 2.39351 0.3 0.6 0.0
H 2.04004 11.25886 2.52581 -0.8 -0.2 -0.4
H 1.10740 13.35900 1.66898 -0.1 0.0 0.1
H 1.27834 14.14805 -0.34725 0.5 0.2 -0.5
H 2.57195 13.05042 -0.89889 -0.7 -0.9 0.1
H 4.11680 14.50770 -0.34833 0.3 -0.1 -0.1
H 3.58969 14.48004 1.37535 0.5 -0.7 0.2
H 3.97195 16.99767 -0.12773 0.8 0.9 0.6
H 3.42858 17.11525 1.64760 0.5 -0.8 0.2
H 2.51913 17.81700 0.42435 -0.5 -0.5 -0.5
C 2.72729 -5.08450 8.93038 -0.6 -1.4 2.3
O 2.73719 -5.76234 10.26302 -0.3 0.1 -1.7
C 2.49116 -7.18775 10.15560 1.5 1.7 1.9
C 2.42425 -7.66305 11.62266 0.4 -1.6 -1.2
N 2.69737 -9.10991 11.58948 -0.4 0.0 1.2
C 3.04366 -9.69950 12.88940 -1.7 0.1 -0.5
C 4.49937 -9.59033 13.06261 0.3 -0.7 -0.5
O 4.91919 -10.76184 12.33632 0.5 1.4 0.7
C 6.22396 -11.06778 12.61517 2.1 -1.6 -0.5
H 2.91013 -5.85131 8.17760 0.3 0.3 -0.2
H 3.47714 -4.29523 8.98399 -0.2 -0.1 -0.3
H 1.70502 -4.71426 8.85305 0.2 0.4 -0.5
H 3.43609 -7.62297 9.83034 -0.2 -0.3 -0.8
H 1.64096 -7.42747 9.51700 -0.1 -0.1 0.1
H 1.54813 -7.30921 12.16610 -0.5 -0.3 -0.1
H 3.28724 -7.31313 12.18913 0.0 0.8 -0.3
H 2.33245 -9.75204 10.90057 -0.4 0.6 0.2
H 2.81005 -10.76400 12.87021 -0.1 0.0 0.0
H 2.48638 -9.30888 13.74085 -0.3 0.5 -0.1
H 4.87612 -9.61153 14.08521 -0.1 -0.2 0.2
H 4.80745 -8.65323 12.59890 0.6 -0.1 -0.2
H 7.03643 -10.49071 12.17359 -0.4 0.9 -0.6
H 6.39275 -12.05478 12.18454 0.0 -0.3 0.2
H 6.54031 -11.08929 13.65804 -0.7 -0.1 0.5
```
Positions in Å, forces in eV/Å.

Values from the calculation:
DFT total energy   -3542.001528 Eh
Frontier orbital gap   8.8 eV
Energy above the lowest of the compared OMol25 structures with the same formula, charge and spin   961.70 kJ/mol
SMILES   COCCNCCOC.COCCNCCOC.COCCNCCOC.COCCNCCOC.COCCNCCOC.COCCNCCOC.COCCNCCOC.COCCNCCOC